Entry 1:
The following is a quantum chemistry calculation of an isolated molecule of C2H4N2S3, from the OMol25 dataset.

Cartesian coordinates (Å):
S 2.80645 0.72066 -0.16598
C 1.38870 0.05792 0.12970
N 0.96561 -1.01760 -0.54033
S -0.63753 -1.62505 -0.14941
C -0.96036 0.03037 0.44522
S -1.80532 1.07602 -0.78872
N 0.38289 0.53779 0.91743
H 1.70638 -1.47902 -1.10123
H -1.60420 -0.08282 1.23511
H -2.66809 0.16141 -1.06257
H 0.42547 1.62032 1.08079

Atomic forces in eV per Å
S 2.3 1.1 0.0
C -1.7 -0.2 -0.4
N 0.4 -1.8 -0.9
S 1.6 0.1 -0.2
C 1.9 0.5 -0.8
S 1.4 1.5 0.1
N -2.2 2.6 0.1
H -1.3 0.1 0.5
H -1.4 -0.1 2.1
H -1.1 -1.0 -0.4
H 0.0 -2.9 -0.3

Values from the calculation:
total energy: -37623.79473 eV
E_HOMO: -8.489 eV
structure (SMILES): S=C1NS[C@H](S)N1
charge: 0
gap between HOMO and LUMO: 8.6 eV

natural (NBO) analysis output, partial charges in e: number 1, S, carries -0.17; number 2, C, carries 0.21; number 3, N, carries -0.74; number 4, S, carries 0.43; number 5, C, carries -0.31; number 6, S, carries -0.02; number 7, N, carries -0.61; number 8, H, carries 0.45; number 9, H, carries 0.22; number 10, H, carries 0.12; number 11, H, carries 0.43



Entry 2:
The following is a quantum chemistry calculation of an isolated molecule of C2H4N2S3, from the OMol25 dataset.

Cartesian coordinates (Å):
S 0.52540 2.35916 1.33052
C 0.58419 0.96244 0.41391
C -0.29133 -0.14480 0.63745
N -0.19687 -1.19162 -0.13632
S -2.00755 -1.12014 -1.22009
N 0.92883 -1.07307 -0.89278
S 1.55719 0.56242 -1.05401
H 1.72803 2.92403 1.48855
H -0.95716 -0.12359 1.51384
H -2.74772 -1.79329 -0.19505
H 0.87699 -1.36153 -1.88602

Atomic forces in eV per Å
S -1.4 1.9 1.1
C -0.4 -4.1 -1.5
C 2.0 5.2 3.1
N -1.3 -2.3 -2.1
S -0.6 -0.8 1.2
N 1.3 0.2 -1.8
S -1.1 0.7 1.5
H 0.6 -0.7 -0.5
H 0.2 -0.2 -0.7
H 1.2 0.8 -1.3
H -0.5 -0.7 1.1

Values from the calculation:
total energy: -37620.61896 eV
E_HOMO (spin up / spin down): -7.348 / -7.399 eV
structure (SMILES): SC1=CN(S)NS1
charge: 0
gap between HOMO and LUMO (spin up / spin down): 6.7 / 6.7 eV

natural (NBO) analysis output, partial charges in e: number 1, S, carries 0.11; number 2, C, carries -0.43; number 3, C, carries -0.05; number 4, N, carries -0.21; number 5, S, carries -0.22; number 6, N, carries -0.53; number 7, S, carries 0.41; number 8, H, carries 0.14; number 9, H, carries 0.23; number 10, H, carries 0.14; number 11, H, carries 0.40



Entry 3:
The following is a quantum chemistry calculation of a 2-piece molecular cluster, C2H4N2S3 overall, from the OMol25 dataset.

Cartesian coordinates (Å):
C -1.76282 -1.29271 0.65747
C 1.33789 0.63540 0.38205
N -0.94921 -2.11176 0.97664
N 0.33531 0.84647 -0.59825
S -2.76087 -0.30193 0.00980
S 0.66818 2.28271 0.38878
S 0.80782 0.80291 -2.24631
H 1.03483 0.01653 1.21948
H 2.37174 0.52237 0.06845
H -0.68369 -2.57749 1.81793
H -0.39920 1.17751 -2.67604

Atomic forces in eV per Å
C 0.6 -0.8 0.0
C 0.5 -0.2 1.0
N 0.0 0.2 -0.1
N -0.6 -1.3 -2.1
S -0.7 0.6 -0.2
S 0.2 2.3 1.9
S -0.2 -0.7 -0.5
H 0.2 -0.3 -0.1
H 0.1 0.0 0.0
H 0.0 0.0 0.2
H 0.0 0.1 -0.2

Values from the calculation:
⟨S²⟩: 2.01
total energy: -37619.10226 eV
E_HOMO (spin up / spin down): -5.555 / -8.630 eV
charge: 0
gap between HOMO and LUMO (spin up / spin down): 6.2 / 6.4 eV
2S+1: 3

natural (NBO) analysis output, partial charges in e: number 1, C, carries 0.23; number 2, C, carries -0.42; number 3, N, carries -0.68; number 4, N, carries -0.68; number 5, S, carries 0.04; number 6, S, carries 0.41; number 7, S, carries 0.15; number 8, H, carries 0.20; number 9, H, carries 0.20; number 10, H, carries 0.43; number 11, H, carries 0.13



Entry 4:
The following is a quantum chemistry calculation of a 2-piece molecular cluster, C2H4N2Se overall, from the OMol25 dataset.

Cartesian coordinates (Å):
C -1.22650 -1.39816 -0.02784
C 0.85305 1.49277 0.00004
N 1.39459 -0.81978 0.10250
N 1.23554 0.29571 0.06799
Se -1.76841 0.26520 0.00463
H -1.04669 -1.91864 -0.95734
H -1.12837 -1.98235 0.87658
H 0.83708 2.08732 0.89616
H 0.84970 1.97795 -0.96273

Atomic forces in eV per Å
C -0.1 0.1 0.0
C -0.5 2.4 -0.2
N 0.2 -0.2 0.0
N 0.6 -2.0 0.1
Se -0.3 0.0 0.0
H 0.0 0.0 -0.1
H 0.1 0.0 0.1
H 0.0 -0.1 0.2
H 0.0 -0.2 -0.1

Values from the calculation:
total energy: -70461.87223 eV
E_HOMO: -8.233 eV
charge: 0
gap between HOMO and LUMO: 8.4 eV

natural (NBO) analysis output, partial charges in e: number 1, C, carries -0.61; number 2, C, carries -0.43; number 3, N, carries 0.01; number 4, N, carries 0.06; number 5, Se, carries 0.10; number 6, H, carries 0.19; number 7, H, carries 0.19; number 8, H, carries 0.24; number 9, H, carries 0.24



Entry 5:
The following is a quantum chemistry calculation of a 2-piece molecular cluster, C2H4N3 overall, from the OMol25 dataset.

Cartesian coordinates (Å):
C -0.18325 1.65183 0.41373
C 0.49036 -1.39196 0.01172
N -0.05360 2.75919 0.68440
N 0.03987 -0.40374 -0.95999
N -0.78204 -1.25680 -0.64421
H 1.03183 -2.19082 -0.51024
H 0.72418 -1.12407 1.07629
H 0.34113 3.59215 0.99278
H -1.60848 -1.63577 -1.06449

Atomic forces in eV per Å
C -0.3 -0.9 -0.2
C 0.9 -1.6 0.5
N 0.0 -0.7 -0.2
N -0.8 0.7 -0.9
N 1.2 0.6 0.8
H 0.5 0.4 0.9
H -0.9 -0.2 -1.2
H 0.3 1.6 0.4
H -1.0 0.0 -0.2

Values from the calculation:
total energy: -6596.65355 eV
E_HOMO: -16.159 eV
charge: +1
gap between HOMO and LUMO: 9.7 eV

natural (NBO) analysis output, partial charges in e: number 1, C, carries 0.28; number 2, C, carries -0.09; number 3, N, carries -0.63; number 4, N, carries 0.19; number 5, N, carries -0.18; number 6, H, carries 0.23; number 7, H, carries 0.27; number 8, H, carries 0.46; number 9, H, carries 0.47



Entry 6:
The following is a quantum chemistry calculation of a 2-piece molecular cluster, C2H4N3O overall, from the OMol25 dataset.

Cartesian coordinates (Å):
C -3.07061 -0.13173 0.02887
C -0.68445 0.21994 -0.10205
N -4.17267 -0.27211 0.21190
N -0.24476 -0.95128 -0.20602
N -0.39529 1.46663 -0.06677
O 1.10812 -1.28415 -0.00094
H -0.81642 -1.71081 -0.38769
H -1.25594 2.15813 -0.06259
H 0.35273 2.06451 -0.12959
H 1.17265 -2.19758 0.36843

Atomic forces in eV per Å
C 3.3 0.4 -0.7
C 1.4 1.5 -0.6
N -4.7 -0.6 0.8
N 2.3 0.3 1.0
N -5.5 0.9 0.4
O 0.1 0.0 0.1
H -1.6 -1.8 -0.7
H 1.6 -2.0 0.3
H 3.3 0.6 -0.4
H -0.4 0.7 -0.1

Values from the calculation:
⟨S²⟩: 2.01
total energy: -8640.27848 eV
E_HOMO (spin up / spin down): -15.009 / -16.045 eV
charge: +1
gap between HOMO and LUMO (spin up / spin down): 11.1 / 6.2 eV
2S+1: 3

natural (NBO) analysis output, partial charges in e: number 1, C, carries 0.24; number 2, C, carries 0.66; number 3, N, carries -0.24; number 4, N, carries -0.27; number 5, N, carries -0.76; number 6, O, carries -0.48; number 7, H, carries 0.43; number 8, H, carries 0.45; number 9, H, carries 0.45; number 10, H, carries 0.51



Entry 7:
The following is a quantum chemistry calculation of a 2-piece molecular cluster, C2H4N3O overall, from the OMol25 dataset.

Cartesian coordinates (Å):
C 0.29110 0.41692 1.69812
C 0.01555 -0.17401 -0.69976
N -1.94998 0.96071 2.21546
N -2.87469 1.57914 2.07637
N 0.23053 0.07160 0.59359
O -3.82001 2.20189 2.12364
H 0.72515 0.37274 2.67298
H 1.01412 -0.71372 -0.90109
H -0.81139 -0.97869 -0.66825
H -0.10883 0.65781 -1.48168

Atomic forces in eV per Å
C -0.6 5.6 9.3
C -1.1 -1.6 -1.0
N 0.4 -0.6 -0.5
N 2.1 -1.3 1.0
N 0.1 -3.0 -8.1
O -2.7 1.8 -0.5
H 0.8 -1.2 0.2
H -0.6 0.0 -0.9
H 1.3 1.1 -0.9
H 0.3 -0.7 1.2

Values from the calculation:
⟨S²⟩: 2.01
total energy: -8639.61199 eV
E_HOMO (spin up / spin down): -12.242 / -16.137 eV
charge: +1
gap between HOMO and LUMO (spin up / spin down): 8.1 / 6.0 eV
2S+1: 3

natural (NBO) analysis output, partial charges in e: number 1, C, carries 0.31; number 2, C, carries -0.45; number 3, N, carries -0.15; number 4, N, carries 0.48; number 5, N, carries -0.16; number 6, O, carries -0.21; number 7, H, carries 0.24; number 8, H, carries 0.35; number 9, H, carries 0.29; number 10, H, carries 0.30



Entry 8:
The following is a quantum chemistry calculation of an isolated molecule of C2H4N3P, from the OMol25 dataset.

Cartesian coordinates (Å):
C -1.91192 -0.04850 1.07333
C -0.85440 0.13879 0.11704
N -1.58177 0.40405 2.21832
N -0.87621 0.90518 2.94184
N 0.24201 0.64584 0.51335
P 1.62724 1.08362 -0.29393
H -2.85286 -0.52146 0.88668
H -1.08806 -0.19280 -0.89183
H 1.81250 -0.00355 -1.17137
H 2.46708 0.53428 0.67791

Atomic forces in eV per Å
C -1.0 -0.8 -1.7
C 0.6 0.2 0.2
N 0.9 0.9 1.9
N -0.5 -0.2 0.3
N -1.1 -0.2 0.0
P 0.5 0.4 -0.3
H -0.2 0.0 0.1
H 0.2 -0.1 -0.2
H 0.1 -0.2 -0.3
H 0.5 0.0 0.1

Values from the calculation:
total energy: -15895.06932 eV
E_HOMO: -8.228 eV
charge: 0
gap between HOMO and LUMO: 8.7 eV

natural (NBO) analysis output, partial charges in e: number 1, C, carries -0.31; number 2, C, carries 0.11; number 3, N, carries 0.07; number 4, N, carries 0.09; number 5, N, carries -0.80; number 6, P, carries 0.56; number 7, H, carries 0.24; number 8, H, carries 0.17; number 9, H, carries -0.08; number 10, H, carries -0.04



Entry 9:
The following is a quantum chemistry calculation of an isolated molecule of C2H4N3P, from the OMol25 dataset.

Cartesian coordinates (Å):
H -0.52945 -1.88882 -0.25805
N -0.42642 -1.10656 0.27437
N -1.18521 -1.02954 1.32172
C -1.22266 0.10152 1.89907
N -0.62367 1.20102 1.27563
C -0.04034 1.08987 0.19480
P 0.74899 1.61219 -1.32399
H -1.80102 0.17529 2.74806
H 0.84312 0.25717 -1.76032
H 2.22869 1.61914 -0.91852

Atomic forces in eV per Å
H -0.6 -2.8 -1.6
N 0.4 4.8 2.1
N 1.3 -1.9 -2.0
C 0.3 1.6 -0.3
N 0.8 -0.4 -1.6
C -1.1 -2.1 1.8
P 1.8 -0.5 0.3
H -0.9 0.8 1.7
H -0.1 0.5 -0.1
H -1.8 0.1 -0.2

Values from the calculation:
total energy: -15893.67325 eV
E_HOMO (spin up / spin down): -8.194 / -8.194 eV
structure (SMILES): [H]/N=N/C=N\C#[PH2]
charge: 0
gap between HOMO and LUMO (spin up / spin down): 8.3 / 8.3 eV

natural (NBO) analysis output, partial charges in e: number 1, H, carries 0.35; number 2, N, carries -0.52; number 3, N, carries -0.16; number 4, C, carries 0.03; number 5, N, carries -0.38; number 6, C, carries 0.11; number 7, P, carries 0.34; number 8, H, carries 0.19; number 9, H, carries 0.04; number 10, H, carries 0.01



Entry 10:
The following is a quantum chemistry calculation of an isolated molecule of C2H4N4, from the OMol25 dataset.

Cartesian coordinates (Å):
N -1.30639 0.53369 0.10798
C 0.08935 0.13430 -0.00943
C 1.03402 0.96289 0.51160
N 2.18928 0.17144 0.34669
N 1.93635 -0.98659 -0.16952
N 0.60183 -1.07891 -0.37167
H -1.87422 -0.03132 0.74718
H -1.82175 0.67232 -0.76659
H -1.11110 1.45737 0.54899
H 0.26265 -1.83519 -0.94523

Atomic forces in eV per Å
N -0.2 0.1 0.0
C 0.2 0.0 0.2
C 0.0 -0.5 -0.2
N 0.0 -0.1 -0.1
N 0.0 0.2 0.1
N -0.1 0.2 0.0
H 0.1 0.0 -0.1
H 0.1 -0.1 0.1
H -0.2 0.0 0.0
H 0.0 0.1 0.1

Values from the calculation:
total energy: -8094.43481 eV
E_HOMO: -7.682 eV
charge: 0
gap between HOMO and LUMO: 7.3 eV

natural (NBO) analysis output, partial charges in e: number 1, N, carries -0.69; number 2, C, carries 0.02; number 3, C, carries -0.28; number 4, N, carries -0.29; number 5, N, carries -0.06; number 6, N, carries -0.42; number 7, H, carries 0.42; number 8, H, carries 0.42; number 9, H, carries 0.47; number 10, H, carries 0.41